(1)
Formula: C4H4N2
Source: the Open Molecules 2025 dataset
Level of theory: wB97M-V/def2-TZVPD

Computed properties:
- Highest occupied orbital energy: -9.249 eV
- Relative energy (zero: lowest compared OMol25 entry of this formula, charge and spin): 36.3 kcal per mole
- SMILES string: c1ccnnc1
- Frontier orbital gap: 9.72 eV
- Spin multiplicity: 1
- Calculated total energy: -264.26862 Ha

Geometry as XYZ:
```
10
Properties=species:S:1:pos:R:3:forces:R:3:nbo_charge:R:1
N -0.12198 1.43712 -0.95802 -1.0 -1.6 1.0 -0.19
C 1.42953 0.07539 0.21423 -0.9 1.3 -1.1 -0.04
H 2.51726 0.05474 0.44475 -1.1 -0.3 -0.1 0.22
H 0.56712 -1.82950 1.05503 0.5 0.9 -0.1 0.23
C -0.92288 -0.54825 0.22495 1.0 0.1 0.0 -0.22
C 0.44366 -0.84990 0.55777 -0.8 0.5 -0.4 -0.22
C -1.17941 0.56574 -0.57566 1.7 0.9 -0.1 -0.04
N 1.09782 1.23416 -0.54283 -0.2 -1.9 1.0 -0.19
H -1.64858 -1.25130 0.67267 0.0 0.7 -0.8 0.23
H -2.14878 0.91796 -0.99119 0.8 -0.6 0.6 0.22
```
Forces are in eV/Å.

=====

(2)
Formula: C20H21N3ORuS2SbSe4
Source: the Open Molecules 2025 dataset
Level of theory: wB97M-V/def2-TZVPD

Computed properties:
- Highest occupied orbital energy (spin up / spin down): -7.578 / -7.697 eV
- Relative energy (zero: lowest compared OMol25 entry of this formula, charge and spin): 3.2 kcal per mole
- <S²>: 8.784
- Frontier orbital gap (spin up / spin down): 7.36 / 6.18 eV
- Spin multiplicity: 6
- Calculated total energy: -11751.44624 Ha

Geometry as XYZ:
```
53
Properties=species:S:1:pos:R:3:forces:R:3:mulliken_spin:R:1
H -1.71976 1.69813 4.92353 0.0 0.0 0.0 0.00
C -2.20889 1.05964 -3.54332 0.0 0.0 0.0 0.00
H -5.27474 0.97186 1.79146 0.0 0.0 0.0 0.00
H 4.67915 0.17257 -0.96629 0.0 0.0 0.0 0.00
H 1.42777 -3.32543 1.38345 0.0 0.0 0.0 -0.01
C -0.55084 1.53932 -1.45046 -0.1 -0.1 0.1 -0.02
C -0.80398 2.55302 -2.36174 -0.1 0.0 0.0 0.00
C 1.87409 0.63340 0.85259 -0.1 0.0 0.0 0.00
H 3.09662 2.16670 1.71058 0.0 0.0 0.0 0.00
O 3.68033 -1.38541 -1.91097 0.0 0.0 0.0 0.00
H -4.00092 1.55138 3.93893 0.0 0.0 0.0 0.00
C -3.28918 1.78401 1.92666 -0.1 -0.1 0.0 0.00
Ru -0.03555 -1.52201 -0.48825 -0.1 0.3 0.3 2.41
N 1.70587 -0.68199 0.62330 0.0 0.0 0.0 0.06
H -4.53897 1.43823 0.24251 0.0 0.0 0.0 0.00
H 5.63287 -1.26705 -1.45194 0.0 0.0 0.0 0.00
C 2.96854 1.10175 1.56507 0.0 0.0 0.0 0.00
C -1.91041 0.07617 -2.60566 0.0 0.0 0.0 0.00
H -3.36025 -1.23198 -3.46073 0.0 0.0 0.0 0.00
H 3.17923 -3.60915 1.31443 0.0 0.0 0.0 0.00
H 4.38971 -1.87732 2.23068 0.0 0.0 0.0 0.00
H -1.85002 3.08173 -4.16461 0.0 0.0 0.0 0.00
H -1.82620 -2.01502 -3.04670 0.0 0.0 0.0 -0.01
Se -1.02714 -1.54135 1.62956 -0.1 0.2 -0.1 1.21
C 2.36013 -3.02486 0.89874 0.0 0.0 0.0 0.05
S 2.40763 0.80943 -2.59987 0.1 0.0 -0.1 0.01
C 3.69906 -1.13817 1.84953 0.0 0.0 0.0 0.00
H 0.23051 1.97165 3.38461 0.0 0.0 0.0 0.00
C -1.02624 1.97335 1.63709 0.0 0.0 -0.1 0.00
H 5.09722 -0.06896 -2.67254 0.0 0.0 0.0 0.00
S 1.26017 -1.98110 -2.45563 0.0 0.0 -0.1 0.05
H -0.34599 3.52424 -2.22708 0.0 0.0 0.0 0.00
H 4.74809 0.55470 2.64268 0.0 0.0 0.0 0.00
C 2.54603 -0.80254 -2.29996 0.1 0.0 0.1 0.01
H -2.88759 0.82138 -4.35048 0.0 0.0 0.0 0.00
H -2.95507 -1.58523 -1.77049 0.0 0.0 0.0 0.00
N -2.24935 1.93274 1.10595 0.1 0.0 0.1 0.01
C -1.86495 1.76825 3.85288 0.0 0.0 0.0 -0.01
C -4.64728 1.70926 1.29072 0.0 0.0 0.0 0.00
Se -0.92146 -3.74217 -0.86413 0.0 -0.2 -0.1 0.16
C -0.78099 1.92195 2.99972 0.0 -0.1 0.1 0.02
C -3.13180 1.68841 3.30877 0.0 0.0 0.0 0.00
C -1.64027 2.30934 -3.43610 0.0 0.0 0.0 0.00
N -1.07494 0.30958 -1.57769 0.0 0.0 -0.1 0.11
C 3.89284 0.20568 2.07814 0.0 0.0 0.0 -0.01
Se -2.97900 -3.88965 0.26521 0.0 -0.1 0.0 0.28
C -2.55258 -1.26619 -2.73140 0.0 0.0 0.0 0.01
Se -2.55504 -4.90691 2.20807 0.0 0.0 0.0 0.75
H 2.27270 -3.25121 -0.16482 0.0 0.0 0.0 -0.01
C 2.59707 -1.56553 1.11464 0.0 0.0 0.0 -0.04
C 4.84670 -0.57503 -1.74167 0.0 0.0 0.0 0.00
H -5.15619 2.67406 1.34610 0.0 0.0 0.0 0.00
Sb 0.57326 2.25232 0.22692 0.1 0.0 -0.1 -0.01
```
Forces are in eV/Å.

=====

(3)
Formula: C5H5N3OS
Source: the Open Molecules 2025 dataset
Level of theory: wB97M-V/def2-TZVPD

Computed properties:
- Highest occupied orbital energy: -7.632 eV
- Relative energy (zero: lowest compared OMol25 entry of this formula, charge and spin): 54.5 kcal per mole
- SMILES string: C=C=C1NN=CS1.N=C=O
- Frontier orbital gap: 8.28 eV
- Spin multiplicity: 1
- Calculated total energy: -831.09836 Ha

Geometry as XYZ:
```
15
Properties=species:S:1:pos:R:3:forces:R:3:nbo_charge:R:1
H 1.70387 -1.33136 -1.59679 -0.1 0.2 0.5 0.20
H -3.99067 1.36204 1.12710 1.5 -0.9 -0.4 0.24
N -2.06289 0.12128 -1.18445 1.3 -0.7 1.2 -0.44
S -1.50955 0.56849 1.34360 0.2 0.3 -0.8 0.27
H 3.53440 2.43313 1.09149 2.5 3.7 0.6 0.40
C 3.21177 0.54656 1.21471 0.7 -3.0 -0.9 0.86
H 1.20242 -2.71989 -0.59837 -0.2 -1.4 0.3 0.21
N -3.26443 0.45961 -0.60181 0.9 0.6 0.3 -0.22
N 3.00219 1.68129 0.98630 -3.0 -0.8 -0.5 -0.74
H -2.09625 -0.43831 -2.05035 -0.2 0.4 1.0 0.40
O 3.33954 -0.61347 1.19929 -0.1 0.0 0.8 -0.52
C -0.00182 -1.03804 -0.45326 -1.4 1.5 0.8 -0.06
C -0.92433 -0.14873 -0.20942 -3.2 0.0 -0.8 -0.07
C 0.97002 -1.73561 -0.88141 2.2 0.1 -1.6 -0.39
C -3.11426 0.85301 0.61339 -1.0 -0.1 -0.5 -0.16
```
Forces are in eV/Å.

=====

(4)
Formula: C17H15IN4S2Tb
Source: the Open Molecules 2025 dataset
Level of theory: wB97M-V/def2-TZVPD

Computed properties:
- Highest occupied orbital energy (spin up / spin down): -2.774 / -2.937 eV
- <S²>: 12.766
- Frontier orbital gap (spin up / spin down): 4.77 / 4.94 eV
- Charge: -1
- Spin multiplicity: 7
- Calculated total energy: -2794.32679 Ha

Geometry as XYZ:
```
40
Properties=species:S:1:pos:R:3:forces:R:3:mulliken_spin:R:1
H -13.36052 -5.54251 6.74437 -0.3 0.1 -0.2 0.00
H -9.86135 -5.36413 4.43004 0.5 0.0 0.0 0.00
C -9.51310 -7.42443 5.02269 -0.1 0.0 0.1 0.03
H -11.35439 -13.54363 0.62691 0.0 0.5 0.4 0.00
N -14.98029 -11.28939 8.58372 -0.5 -0.3 1.4 0.00
H -11.20565 -9.22770 0.76976 0.2 0.3 0.2 0.00
C -12.79758 -7.29841 7.85247 -0.3 0.9 -0.6 -0.01
S -12.27196 -11.23746 6.11201 -0.4 0.2 -0.4 -0.01
C -14.82781 -10.49184 5.20904 0.5 -0.3 0.3 0.02
C -10.57566 -7.34056 6.12728 1.4 0.3 -0.9 0.03
C -10.71622 -8.25498 7.15308 -0.2 -0.4 0.4 -0.03
H -7.59255 -8.49811 4.71942 -0.8 0.1 0.3 0.00
H -11.94485 -9.03677 8.75417 0.2 0.5 -0.4 0.00
H -8.69397 -9.38567 5.82409 0.1 1.2 -0.7 0.00
H -9.43656 -8.43477 3.23254 0.4 -0.4 -1.2 0.00
Tb -12.25285 -8.89233 4.54428 1.6 0.0 -0.4 6.13
C -8.98533 -5.96824 4.69500 -0.7 -0.9 1.8 -0.01
C -11.31755 -12.49323 0.92346 -0.2 -0.4 0.4 0.00
C -16.20736 -10.34101 5.49481 0.8 -0.2 0.0 0.00
C -8.36593 -8.34624 5.51555 0.3 -1.1 -1.0 0.01
C -11.82166 -8.23036 8.01231 0.7 -1.4 0.2 0.01
H -13.65130 -7.34325 8.50401 -0.3 0.3 0.0 0.00
N -11.45893 -12.01092 2.17643 0.1 -0.9 2.1 0.00
H -8.50129 -5.58278 5.63471 -0.2 0.1 -1.0 0.00
H -8.32694 -6.00252 3.84987 0.5 0.0 -0.3 0.00
C -10.24702 -8.03833 3.80581 -1.5 -0.7 1.8 -0.19
C -12.64441 -6.34218 6.83129 -0.2 -0.2 0.6 0.01
I -10.91225 -11.34342 -1.92680 -0.1 0.0 0.8 0.00
H -10.01368 -9.06978 7.25205 0.0 0.1 0.1 0.00
S -14.43864 -10.15177 3.53048 0.2 0.0 0.1 0.00
C -11.20526 -10.26112 1.05327 -0.2 -0.4 -1.2 0.00
H -7.81142 -7.97160 6.35082 0.3 0.6 0.8 0.00
C -11.17196 -11.37719 0.17337 0.4 1.1 -1.6 0.00
N -11.37669 -10.68455 2.27890 -0.2 0.2 0.1 0.00
C -11.54250 -6.36265 5.97915 -1.8 0.5 0.3 0.01
C -14.02419 -10.95216 6.22977 1.0 0.3 -1.1 -0.01
H -11.56555 -5.63115 5.17847 0.5 -0.2 0.1 0.00
C -14.56024 -11.18076 7.52922 0.1 0.4 -1.1 0.00
H -11.50562 -12.49100 3.08369 -0.2 0.1 -0.9 0.00
N -17.32396 -10.28529 5.70695 -1.8 0.2 0.3 0.00
```
Forces are in eV/Å.

=====

(5)
Formula: HNO3P2
Source: the Open Molecules 2025 dataset
Level of theory: wB97M-V/def2-TZVPD

Computed properties:
- Highest occupied orbital energy (spin up / spin down): -8.584 / -8.584 eV
- Relative energy (zero: lowest compared OMol25 entry of this formula, charge and spin): 24.7 kcal per mole
- Frontier orbital gap (spin up / spin down): 5.70 / 5.71 eV
- Spin multiplicity: 1
- Calculated total energy: -963.63616 Ha

Geometry as XYZ:
```
7
Properties=species:S:1:pos:R:3:forces:R:3:nbo_charge:R:1
H 2.25494 0.18063 0.91966 0.4 3.1 1.7 -0.03
O -0.49571 1.01021 -1.13151 -2.7 1.2 3.8 -0.40
P 1.88617 -0.85347 0.23492 -2.3 -3.0 -1.9 -0.25
N -1.21544 1.45341 -0.08927 1.9 -1.5 -2.8 0.46
O -0.98188 -1.69272 -0.58553 -0.6 -0.1 -0.4 -1.01
P -0.20078 -0.57308 -0.09973 3.7 -1.7 -0.3 1.69
O -1.24731 0.47502 0.75145 -0.4 1.9 0.0 -0.45
```
Forces are in eV/Å.

=====

(6)
Formula: C4H14N3
Source: the Open Molecules 2025 dataset
Level of theory: wB97M-V/def2-TZVPD

Computed properties:
- Highest occupied orbital energy: -13.727 eV
- Relative energy (zero: lowest compared OMol25 entry of this formula, charge and spin): 52.1 kcal per mole
- SMILES string: NCC[NH2+]CCN
- Frontier orbital gap: 10.92 eV
- Charge: +1
- Spin multiplicity: 1
- Calculated total energy: -324.78185 Ha

Geometry as XYZ:
```
21
Properties=species:S:1:pos:R:3:forces:R:3:nbo_charge:R:1
H -1.55501 1.12131 0.01134 1.1 -0.1 -0.4 0.24
H 2.35781 -0.68140 3.11255 -0.9 0.6 -0.4 0.40
N 1.50793 -0.33612 2.62648 -1.2 -0.1 0.8 -0.89
H -2.29582 -0.41503 -1.99476 -0.5 -0.1 0.6 0.35
H -0.95596 -0.77766 1.07667 0.3 1.0 -0.1 0.23
H 0.67039 -2.29728 2.18631 -0.1 0.9 -0.8 0.22
H 0.80290 0.90962 0.86869 1.2 2.4 3.6 0.44
C -0.82039 1.06311 -2.06412 -0.7 -2.7 -0.4 -0.25
H -0.39981 2.46657 -0.55694 -0.2 -2.7 0.4 0.25
H -0.23509 -1.50018 -0.32325 1.0 1.0 1.1 0.27
C 1.08522 -1.39453 1.65657 -0.9 0.2 0.2 -0.24
N -1.39891 -0.33262 -2.43586 1.5 2.0 2.5 -0.83
H 2.02079 -1.74476 1.22260 -0.2 0.1 -0.5 0.21
H 1.46767 0.30996 -0.41629 -1.9 0.8 -0.3 0.46
C -0.62414 1.28345 -0.59056 0.4 3.4 -0.2 -0.24
H -1.41491 1.87275 -2.42826 -0.7 0.5 -0.2 0.21
C 0.01017 -0.80822 0.55885 1.2 -2.8 0.4 -0.27
H -1.64594 -0.29008 -3.37546 -0.1 0.0 -2.2 0.37
H 0.76759 -0.13154 3.37954 1.5 -0.7 -1.5 0.38
H 0.12690 1.15158 -2.55992 0.6 0.0 -0.3 0.21
N 0.52862 0.53109 0.04583 -1.4 -3.5 -2.2 -0.52
```
Forces are in eV/Å.

=====

(7)
Formula: C21H28N4O4
Source: the Open Molecules 2025 dataset
Level of theory: wB97M-V/def2-TZVPD

Computed properties:
- Highest occupied orbital energy: -8.246 eV
- Relative energy (zero: lowest compared OMol25 entry of this formula, charge and spin): 62.9 kcal per mole
- SMILES string: C=CCNC(=O)NC(=O)COC(=O)/C(C#N)=C/c1cc(C)n(CCC(C)C)c1C
- Frontier orbital gap: 7.91 eV
- Spin multiplicity: 1
- Calculated total energy: -1337.04355 Ha

Geometry as XYZ:
```
57
Properties=species:S:1:pos:R:3:forces:R:3:nbo_charge:R:1
H 1.91998 6.02578 2.68183 0.2 0.0 0.0 0.25
H -0.91355 -0.18642 -6.30866 0.1 0.0 -0.1 0.20
H 0.52035 1.84134 3.39925 0.2 0.2 0.1 0.43
H -0.38327 -4.26464 -3.73516 -0.2 0.0 0.0 0.21
H 1.46149 -3.51809 -2.84566 0.1 0.0 0.0 0.22
N 2.49521 4.34541 3.70766 0.5 0.3 0.3 -0.63
H -2.19987 -1.01996 -3.67393 0.0 0.0 0.0 0.20
O 0.57180 4.07949 2.52267 -0.3 0.1 -0.2 -0.63
C 1.37696 -2.73485 -2.09595 0.0 0.1 -0.1 -0.66
H 2.84904 7.67474 4.37158 0.0 0.2 0.1 0.20
H 0.14369 -1.89830 -4.37090 0.1 0.0 0.0 0.21
C -3.09235 -1.70580 -5.50981 0.1 0.1 0.3 -0.61
C -1.88178 -1.25389 -4.69567 0.1 0.0 -0.2 -0.22
H 2.64466 -0.37986 4.82581 -0.2 0.2 0.1 0.24
H -3.69492 -4.19980 -2.17880 -0.1 0.0 0.0 0.22
H -3.50530 -2.63891 -5.13380 -0.1 -0.1 0.0 0.20
H 2.06733 -2.95927 -1.28633 0.0 0.0 0.0 0.24
C -1.29304 0.01507 -5.30896 -0.1 -0.1 0.2 -0.60
C -1.12344 -3.46441 -3.62745 0.3 0.0 -0.7 -0.21
C 1.73405 0.22860 4.87542 0.6 -0.1 0.3 -0.17
H -3.87467 -0.95122 -5.47674 -0.1 0.0 0.0 0.22
C 1.42265 3.67343 3.27862 0.1 -0.4 0.1 0.79
H -4.29773 -2.93466 -1.10803 0.0 0.0 0.0 0.24
C -2.23320 -2.80206 -1.47966 -0.4 0.1 0.5 0.16
O 0.76620 -0.25329 3.96717 -0.3 0.0 -0.1 -0.51
N -1.11074 -2.99341 -2.26465 0.1 0.1 0.3 -0.33
H 2.32645 6.96275 6.64073 0.0 0.2 0.1 0.20
C 2.63736 6.63781 4.59575 0.0 -0.1 -0.2 -0.18
H 3.11461 3.89342 4.37273 -0.2 -0.1 -0.1 0.44
H -2.10555 -3.89007 -3.83237 0.1 0.0 0.1 0.22
O 2.40859 -0.83181 2.53181 -0.2 0.1 0.1 -0.60
C 0.13668 -1.21253 1.93245 0.8 -0.2 -0.6 -0.36
H 1.69256 -1.79296 -2.54767 0.1 0.0 -0.1 0.23
C 1.23333 -0.76629 2.79956 0.6 0.0 0.0 0.79
H -0.70184 -2.80310 -5.62359 0.1 0.0 -0.1 0.21
C -0.41639 -2.18363 -0.30478 -0.2 -0.3 -0.5 -0.20
O 3.09130 2.17027 5.19121 0.2 -0.1 0.2 -0.62
H 1.29699 0.14912 5.87422 0.0 0.1 -0.1 0.23
H -2.47466 -2.05321 0.54453 -0.2 0.0 0.1 0.24
C 0.45332 -1.70701 0.69979 0.0 0.2 0.5 0.01
C -3.61125 -3.14258 -1.92374 0.1 0.0 -0.1 -0.65
N 1.32796 2.33824 3.76011 -0.4 0.1 -0.3 -0.66
C -1.16491 -1.08045 2.44681 -0.7 0.0 0.1 0.29
H 3.67283 5.86130 2.90513 -0.1 0.0 0.0 0.20
H -2.80903 -1.85636 -6.54969 0.0 0.0 -0.1 0.20
H -3.91692 -2.55219 -2.78637 -0.1 0.0 -0.1 0.22
C -1.83747 -2.30493 -0.27707 0.0 -0.1 -0.2 -0.26
H 1.51439 -1.71677 0.47824 0.1 0.0 0.1 0.23
C 2.69895 5.73766 3.39621 -0.1 0.1 -0.2 -0.26
H 2.13708 5.23442 6.07851 0.0 -0.2 0.0 0.20
C 2.13422 1.68237 4.62653 -0.1 -0.3 -0.1 0.67
H -0.47667 0.39617 -4.69966 0.1 0.1 0.0 0.21
C 2.35533 6.25882 5.82737 0.0 0.0 0.1 -0.40
N -2.21396 -0.95697 2.89785 -0.3 0.0 0.0 -0.33
C -0.81175 -2.35136 -4.63579 -0.3 0.0 0.3 -0.40
C -0.00841 -2.63460 -1.56797 0.2 0.2 0.5 0.25
H -2.05267 0.78941 -5.38068 0.0 0.1 -0.1 0.21
```
Forces are in eV/Å.